87
Properties=species:S:1:pos:R:3:mulliken_charge:R:1 method="wB97M-V/def2-TZVPD" spin_multiplicity=4 gap_ev="5.9 / 5.5" e_homo_ev="-5.42 / -5.32" largest_force_ev_per_a=1.29 e_above_lowest_kj_mol=28.3 total_charge=0 energy_ha=-3205.2017 molar_mass_g_mol=650.74
Co -0.965 0.109 -0.346 0.359
C -1.340 -2.627 -3.112 -1.758
C -0.683 -0.179 -3.431 -0.176
C 0.355 0.884 -3.239 -0.726
C 1.565 0.851 -4.133 -2.417
C 0.211 1.803 -2.267 1.358
C 1.284 2.831 -2.022 -2.316
C -1.019 1.880 -1.450 0.564
C -1.178 3.109 -0.574 -1.836
C -2.189 1.262 -2.063 1.260
C -3.575 1.747 -1.708 -2.206
C -2.049 0.303 -3.029 0.854
C -3.240 -0.191 -3.814 -2.363
H -1.392 -2.758 -4.196 0.360
H -2.326 -2.352 -2.739 0.166
H -1.059 -3.579 -2.661 0.470
H 2.441 0.428 -3.629 0.275
H 1.844 1.847 -4.484 0.536
H 1.381 0.236 -5.016 0.410
H 1.300 3.156 -0.984 0.530
H 1.115 3.723 -2.635 0.355
H 2.278 2.455 -2.256 0.617
H -0.522 3.080 0.300 0.329
H -2.194 3.224 -0.201 0.399
H -0.938 4.034 -1.112 0.285
H -3.660 2.024 -0.659 0.422
H -4.337 0.995 -1.905 0.532
H -3.831 2.632 -2.299 0.342
H -3.956 -0.758 -3.210 0.367
H -2.925 -0.852 -4.621 0.439
H -3.799 0.633 -4.266 0.418
C 2.344 -5.790 1.923 -1.631
C 1.719 -4.427 1.813 0.398
C 1.126 -3.813 2.908 -1.189
C 0.541 -2.564 2.786 -1.035
C 0.545 -1.872 1.579 0.912
N 0.022 -0.546 1.504 2.162
C -0.451 0.088 2.704 -0.963
C 0.484 0.489 3.654 0.143
C 0.114 1.202 4.773 -1.223
C -1.216 1.580 4.960 0.485
C -1.617 2.437 6.127 -1.608
C -2.149 1.184 4.018 -0.552
C -1.788 0.416 2.910 -0.140
N -2.846 -0.041 2.070 0.374
C -4.117 -0.305 2.468 -0.137
C -4.794 -0.813 1.390 -1.500
C -3.840 -0.846 0.362 -0.183
N -2.674 -0.395 0.781 -0.112
C 1.054 -2.520 0.440 -0.297
C 1.651 -3.774 0.592 -0.476
N 0.937 -1.985 -0.842 0.661
C 1.721 -2.328 -1.930 -0.187
C 1.082 -2.057 -3.067 -2.214
C -0.299 -1.562 -2.728 1.574
N -0.272 -1.422 -1.273 0.004
H 2.853 -5.916 2.879 0.392
H 3.073 -5.958 1.131 0.378
H 1.586 -6.573 1.849 0.294
H 1.123 -4.305 3.873 0.395
H 0.105 -2.104 3.662 0.488
H 1.523 0.241 3.473 0.549
H 0.862 1.498 5.497 0.400
H -0.962 2.265 6.981 0.393
H -2.641 2.235 6.439 0.379
H -1.551 3.496 5.871 0.294
H -3.179 1.492 4.138 0.580
H -4.428 -0.143 3.483 0.492
H -5.820 -1.130 1.358 0.445
H -3.934 -1.185 -0.657 0.497
H 2.023 -4.273 -0.293 0.628
H 2.708 -2.729 -1.764 0.724
H 1.467 -2.205 -4.063 0.516
H -0.711 -0.455 -4.494 1.448
C 0.793 0.380 0.738 -0.108
C 1.892 0.943 0.715 0.328
C 3.096 1.534 0.275 -0.350
C 3.548 2.767 0.767 -0.451
C 4.726 3.321 0.303 -0.656
C 5.488 2.666 -0.658 -0.467
C 5.049 1.442 -1.150 -0.604
C 3.871 0.880 -0.695 -0.125
H 2.957 3.289 1.509 0.445
H 5.052 4.278 0.692 0.389
H 6.408 3.105 -1.019 0.401
H 5.627 0.923 -1.904 0.399
H 3.524 -0.065 -1.095 0.391

12
Properties=species:S:1:pos:R:3:mulliken_charge:R:1 method="wB97M-V/def2-TZVPD" gap_ev=11.2 smiles="O=C(O)CCO" e_homo_ev=-10.49 largest_force_ev_per_a=0.88 e_above_lowest_kj_mol=42.2 total_charge=0 energy_ha=-343.6385 molar_mass_g_mol=90.08
O 1.599 0.384 1.288 -0.541
C 0.483 0.017 1.036 0.556
O -0.557 0.239 1.868 -0.446
C 0.078 -0.652 -0.246 -0.314
C -0.440 0.365 -1.279 -0.600
O -1.012 -0.310 -2.377 -0.509
H -0.227 0.825 2.566 0.333
H -0.701 -1.383 -0.082 0.296
H 1.007 -1.048 -0.657 0.261
H 0.355 1.073 -1.515 0.326
H -1.238 0.968 -0.849 0.322
H -0.353 -0.454 -3.059 0.315

43
Properties=species:S:1:pos:R:3:mulliken_charge:R:1 method="wB97M-V/def2-TZVPD" spin_multiplicity=5 gap_ev="7.2 / 5.9" e_homo_ev="-15.59 / -16.57" largest_force_ev_per_a=4.17 total_charge=+2 energy_ha=-1792.1642 molar_mass_g_mol=275.32
C 1.671 -0.900 -0.711 -0.687
H 1.423 -1.916 -1.046 0.856
H 1.944 -0.219 -1.533 0.448
H -0.126 -0.969 -1.377 0.357
C 2.735 -0.933 0.391 -0.314
H 2.546 -0.192 1.198 0.078
H 2.714 -1.911 0.901 0.445
C 4.188 -0.708 -0.110 -1.257
H 4.881 -0.694 0.749 0.380
H 4.482 -1.528 -0.784 0.365
H 4.283 0.244 -0.662 0.321
C -1.644 0.876 0.872 0.674
C -0.323 1.364 1.301 0.960
C 0.409 1.762 0.125 0.717
C -0.437 1.470 -1.029 0.674
C -1.705 0.930 -0.549 0.623
C -2.923 0.765 -1.367 -1.770
C -0.133 1.841 -2.441 -1.656
C 1.734 2.425 0.085 -1.413
C 0.072 1.593 2.714 -1.759
C -2.785 0.623 1.790 -1.580
Mn -0.050 -0.320 0.038 -0.113
H -0.721 1.231 -3.139 0.406
H -0.358 2.902 -2.646 0.363
H 0.933 1.682 -2.650 0.334
H -2.671 0.575 -2.403 0.407
H -3.543 -0.038 -0.985 0.397
H -3.500 1.690 -1.323 0.350
H -2.436 0.241 2.754 0.379
H -3.342 1.551 1.986 0.333
H -3.480 -0.091 1.344 0.373
H 1.160 1.639 2.775 0.364
H -0.331 2.542 3.092 0.355
H -0.294 0.791 3.365 0.436
H 2.311 2.084 -0.766 0.315
H 1.634 3.507 0.005 0.345
H 2.285 2.205 0.990 0.374
C -1.929 -4.798 -0.160 -1.073
C -1.418 -3.429 -0.113 0.629
N -1.018 -2.322 -0.130 -0.386
H -2.560 -4.949 -1.059 0.310
H -2.552 -5.059 0.717 0.322
H -1.122 -5.557 -0.212 0.320